[1]
Molecular formula: C23H39N7O6P3S2Sr
Method: DFT, ωB97M-V/def2-TZVPD

Summary:
HOMO (spin up / spin down) = -1.575 / -1.574 eV
Relative energy (zero: lowest compared OMol25 entry of this formula, charge and spin) = 889.1 kJ/mol
Frontier orbital gap (spin up / spin down) = 3.38 / 3.38 eV
2S+1 = 1
Net charge = -1

Geometry (Å):
Sr: -0.042 0.147 -0.015
C: -0.654 1.796 4.113
P: -1.521 1.053 2.683
C: -3.100 1.963 2.776
C: -2.102 -0.552 3.444
C: -3.019 -1.439 2.562
P: -2.133 -2.112 1.061
C: -3.224 -3.573 0.736
C: -2.808 -0.988 -0.300
H: -1.281 1.791 5.010
H: -0.389 2.825 3.871
H: 0.264 1.244 4.320
H: -3.539 1.867 3.777
H: -3.804 1.582 2.038
H: -2.936 3.013 2.553
H: -2.640 -0.315 4.371
H: -1.210 -1.120 3.730
H: -3.933 -0.918 2.273
H: -3.329 -2.296 3.171
H: -4.264 -3.248 0.715
H: -3.112 -4.341 1.509
H: -2.981 -4.034 -0.221
H: -3.913 -0.874 -0.245
H: -2.565 -1.389 -1.254
H: -2.341 0.068 -0.255
O: 1.756 1.744 0.697
N: 2.863 1.053 0.571
C: 3.848 1.703 -0.080
C: 5.080 1.121 -0.289
C: 5.289 -0.160 0.193
C: 4.269 -0.808 0.864
C: 3.014 -0.231 1.089
S: 1.786 -1.123 1.957
H: 3.579 2.692 -0.413
H: 5.856 1.657 -0.817
H: 6.244 -0.646 0.043
H: 4.415 -1.807 1.247
N: -3.192 6.829 -5.185
C: -2.855 6.141 -3.997
C: -3.328 4.852 -3.772
C: -2.925 4.139 -2.654
C: -2.011 4.691 -1.774
C: -1.498 5.952 -2.012
C: -1.904 6.668 -3.127
S: -1.502 3.744 -0.346
O: -2.745 3.564 0.377
O: -0.495 4.540 0.326
N: -1.040 2.299 -0.810
C: 0.095 2.291 -1.674
N: 0.276 3.454 -2.288
C: 1.278 3.677 -3.126
C: 2.200 2.724 -3.421
C: 1.992 1.494 -2.781
N: 1.027 1.184 -1.961
H: -4.097 6.568 -5.547
H: -3.112 7.830 -5.095
H: -4.018 4.399 -4.477
H: -3.303 3.140 -2.471
H: -0.761 6.356 -1.330
H: -1.474 7.645 -3.324
H: 1.316 4.674 -3.562
H: 3.025 2.891 -4.100
H: 2.679 0.669 -2.970
N: -0.743 -2.581 -3.445
C: -1.111 -3.004 -2.086
P: 0.395 -3.343 -1.166
O: 0.983 -4.601 -1.752
O: 1.183 -2.072 -1.127
C: 0.021 -3.773 0.597
N: 1.310 -4.160 1.254
H: -1.552 -2.341 -4.012
H: -0.162 -3.295 -3.893
H: -0.154 -1.730 -3.305
H: -1.751 -3.890 -2.115
H: -1.658 -2.151 -1.683
H: -0.637 -4.639 0.678
H: -0.414 -2.861 1.147
H: 1.746 -4.932 0.739
H: 1.207 -4.396 2.235
H: 1.947 -3.337 1.150
O: -1.506 -0.211 -1.806

Atomic forces in eV per Å
Sr -0.4 -1.0 -0.5
C 0.1 -0.1 0.2
P -0.4 -0.4 -0.1
C -0.2 0.0 0.3
C -0.2 0.0 0.0
C 0.5 0.0 0.3
P -3.7 2.6 -0.2
C 0.3 -0.3 0.3
C -1.8 0.5 3.6
H 0.0 0.0 0.0
H 0.0 0.0 -0.1
H 0.0 0.0 -0.1
H 0.0 -0.1 0.0
H 0.0 0.0 -0.1
H 0.0 0.0 -0.1
H 0.1 0.0 0.0
H 0.0 0.0 -0.1
H 0.1 0.1 -0.1
H 0.0 0.0 0.0
H 0.0 0.0 0.0
H 0.0 0.0 0.0
H 0.0 0.1 0.0
H 0.1 -0.2 0.6
H -0.7 0.6 -0.2
H -1.4 -1.6 -0.2
O 0.1 -0.6 0.6
N -0.7 0.2 0.5
C 0.8 -0.5 -0.2
C -0.3 0.2 0.0
C -0.1 -0.3 0.1
C 0.3 0.1 -0.2
C 0.3 0.1 -0.3
S 0.5 0.6 0.2
H -0.1 0.0 0.0
H -0.1 0.1 0.0
H 0.0 -0.1 0.0
H 0.0 0.0 0.0
N 0.0 0.0 0.1
C 0.4 -0.2 -0.4
C -0.2 0.0 0.1
C -0.1 0.0 0.0
C 0.0 -0.2 0.0
C 0.0 0.1 0.0
C -0.1 0.1 0.2
S -0.4 0.8 0.1
O 0.0 -0.2 0.1
O 0.1 -0.1 0.0
N 2.8 -0.7 -1.2
C -0.1 0.4 -0.8
N 0.4 0.3 -0.2
C -0.4 0.3 0.2
C 0.2 -0.5 0.0
C 0.4 -0.5 -0.3
N -2.3 2.6 1.1
H 0.0 0.1 0.0
H -0.1 0.0 0.0
H 0.0 0.0 0.0
H 0.1 0.0 0.0
H 0.0 0.0 0.0
H -0.1 0.0 0.0
H 0.0 0.0 0.0
H 0.0 -0.1 0.0
H 0.0 0.0 0.0
N 1.2 -0.1 0.0
C -1.2 -0.9 0.6
P 1.5 -0.4 -0.2
O 0.1 0.1 0.2
O 0.0 -0.1 0.1
C 0.1 0.1 0.7
N 0.8 -0.1 -1.4
H -0.1 0.3 0.1
H -0.1 -0.1 -0.1
H -0.7 0.6 0.2
H 0.1 -0.1 -0.3
H 0.9 0.1 -0.3
H -0.2 0.1 0.0
H 1.3 -1.8 -0.7
H -0.1 -0.1 0.0
H 0.0 0.2 0.1
H -0.3 0.2 0.5
O 2.7 -0.3 -3.0

[2]
Molecular formula: C3H15NO3
Method: DFT, ωB97M-V/def2-TZVPD

Summary:
HOMO = -9.959 eV
Relative energy (zero: lowest compared OMol25 entry of this formula, charge and spin) = 66.3 kJ/mol
Frontier orbital gap = 10.66 eV
Structure (SMILES) = CCCN.O.O.O
2S+1 = 1

Geometry (Å):
C: -0.817 -1.319 0.994
C: 0.465 -0.675 1.511
C: 1.724 -1.135 0.755
N: -1.447 -0.477 -0.096
H: -1.600 -1.287 1.768
H: -0.619 -2.352 0.712
H: 0.555 -1.045 2.542
H: 0.416 0.401 1.650
H: 1.548 -2.064 0.206
H: 2.681 -1.304 1.245
H: 1.889 -0.405 -0.043
H: -1.530 0.436 0.338
H: -2.414 -0.794 -0.127
H: 0.678 2.384 -2.233
H: -0.170 1.163 -1.963
O: 0.003 2.075 -1.617
H: 0.572 -1.167 -2.885
H: -0.538 -0.935 -1.797
O: 0.017 -0.503 -2.478
H: -0.935 3.614 0.485
H: -0.101 2.425 0.130
O: -0.377 2.962 0.904

Atomic forces in eV per Å
C -1.0 1.7 0.2
C 0.8 -1.5 1.3
C -0.3 0.4 -1.5
N 0.2 -1.2 0.4
H 0.6 -0.6 0.3
H -0.2 0.1 -0.3
H 0.0 0.0 0.0
H -0.2 0.2 -0.4
H -0.2 -0.1 0.2
H -0.3 0.4 0.7
H 0.3 0.0 0.0
H 0.2 0.3 -0.3
H 0.0 0.0 -0.4
H -0.1 0.2 0.3
H 0.2 0.6 0.4
O 0.0 -0.7 -0.8
H 0.1 -0.1 -0.1
H 0.1 0.4 0.1
O -0.3 -0.3 -0.1
H -0.2 0.3 0.0
H 0.0 0.4 0.2
O 0.2 -0.6 0.0

[3]
Molecular formula: C29H53N2O8PS
Method: DFT, ωB97M-V/def2-TZVPD

Summary:
Expectation value of S² = 2.01
HOMO (spin up / spin down) = -8.682 / -9.322 eV
Relative energy (zero: lowest compared OMol25 entry of this formula, charge and spin) = 472.1 kJ/mol
Frontier orbital gap (spin up / spin down) = 6.78 / 7.42 eV
2S+1 = 3

Geometry (Å):
C: -3.438 0.036 4.499
C: -2.114 0.909 4.258
O: -2.244 1.999 3.318
C: -3.430 2.792 3.524
C: -3.577 3.467 4.972
C: -5.159 3.771 5.255
C: -5.819 4.759 4.179
C: -7.423 4.574 4.005
C: -7.734 3.407 2.975
C: -8.381 2.180 3.278
P: -9.081 1.432 4.848
O: -10.795 1.263 4.744
O: -8.515 -0.205 4.877
S: -8.493 2.233 6.506
C: -8.535 1.317 1.952
O: -9.102 0.215 1.791
O: -7.932 2.050 0.855
C: -7.431 3.277 1.410
O: -6.856 4.173 0.740
H: -3.955 0.458 5.448
H: -4.225 0.137 3.660
H: -3.219 -1.067 4.724
H: -1.315 0.187 3.844
H: -1.707 1.339 5.251
H: -4.415 2.252 3.231
H: -3.356 3.669 2.769
H: -3.014 4.477 5.003
H: -3.229 2.827 5.849
H: -5.752 2.800 5.356
H: -5.178 4.322 6.269
H: -5.277 4.767 3.159
H: -5.689 5.834 4.594
H: -7.993 4.528 4.988
H: -7.772 5.554 3.490
H: -11.225 2.137 4.877
H: -7.531 -0.082 4.830
C: -0.569 1.858 0.321
C: 0.936 1.502 0.497
C: 1.848 2.687 0.083
C: 2.093 2.837 -1.413
C: 2.515 1.506 -2.022
C: 1.499 0.385 -1.722
N: 1.223 0.242 -0.256
O: 2.315 -0.344 0.310
C: 0.199 0.688 -2.506
C: 2.004 -0.937 -2.351
C: 1.097 1.356 2.037
H: -1.080 1.238 -0.416
H: -1.139 1.688 1.241
H: -0.715 2.903 0.036
H: 2.829 2.572 0.563
H: 1.439 3.627 0.471
H: 1.200 3.229 -1.907
H: 2.882 3.577 -1.578
H: 2.637 1.627 -3.103
H: 3.504 1.233 -1.637
H: -0.565 -0.068 -2.307
H: 0.385 0.679 -3.584
H: -0.231 1.664 -2.287
H: 2.996 -1.223 -1.994
H: 2.082 -0.847 -3.438
H: 1.313 -1.760 -2.141
H: 0.540 0.497 2.419
H: 0.725 2.251 2.546
H: 2.144 1.243 2.338
C: 7.751 -4.464 -5.607
C: 6.978 -3.470 -4.693
C: 7.330 -3.687 -3.198
C: 6.601 -4.834 -2.510
C: 5.103 -4.749 -2.774
C: 4.784 -4.695 -4.281
N: 5.515 -3.590 -4.981
O: 4.921 -2.418 -4.625
C: 5.131 -6.071 -4.900
C: 3.249 -4.587 -4.469
C: 7.574 -2.085 -5.076
H: 7.101 -5.148 -6.153
H: 8.301 -3.945 -6.399
H: 8.472 -5.064 -5.047
H: 7.101 -2.773 -2.636
H: 8.411 -3.838 -3.087
H: 7.004 -5.795 -2.842
H: 6.783 -4.784 -1.433
H: 4.608 -5.609 -2.312
H: 4.700 -3.863 -2.269
H: 4.944 -6.077 -5.977
H: 4.511 -6.860 -4.464
H: 6.162 -6.381 -4.738
H: 2.821 -3.719 -3.962
H: 2.744 -5.466 -4.057
H: 2.988 -4.529 -5.530
H: 7.319 -1.808 -6.102
H: 8.666 -2.104 -4.995
H: 7.230 -1.285 -4.413

Atomic forces in eV per Å
C -0.7 0.7 1.0
C 0.6 -1.1 0.3
O -1.3 -0.4 0.8
C -0.4 1.4 -0.3
C -1.3 0.5 -0.1
C 0.8 0.6 0.2
C 0.0 0.8 0.6
C 0.7 1.0 -2.1
C -1.8 -3.2 1.2
C 0.5 0.8 -2.0
P -0.8 -1.9 1.2
O 3.1 0.4 -0.5
O -0.6 3.1 -1.1
S -0.3 0.3 -0.7
C -1.5 -2.2 -0.1
O 2.6 4.9 0.6
O 0.1 1.2 2.8
C 1.6 3.3 -1.4
O -2.6 -4.3 2.6
H 0.7 -0.7 -1.5
H 1.5 -0.4 1.1
H -0.2 1.7 -0.6
H -1.1 1.4 0.5
H -0.7 -0.8 -1.4
H 1.6 0.5 0.6
H 0.1 -1.6 1.1
H -0.8 -1.7 0.0
H -0.3 0.7 -1.4
H 0.8 1.2 -0.2
H -0.3 -1.1 -1.5
H -1.1 -0.3 1.6
H -0.2 -1.7 -0.7
H 0.9 -0.6 -1.4
H 0.5 -1.6 0.7
H 0.6 -0.6 0.0
H -1.0 -0.3 0.2
C -0.5 -0.2 -0.2
C -1.5 1.1 1.0
C 0.4 -0.1 -0.2
C -0.1 0.0 0.0
C 0.1 0.2 0.3
C -0.7 -0.3 -1.9
N 4.2 -0.2 1.2
O -2.3 0.5 -0.9
C -0.2 0.2 0.1
C 0.2 -0.1 0.6
C 0.7 -0.5 -0.3
H 0.2 0.1 -0.1
H 0.3 0.2 -0.1
H 0.0 0.0 0.0
H -0.1 -0.2 0.0
H -0.1 -0.3 0.1
H 0.0 -0.1 0.0
H -0.1 0.0 0.0
H -0.2 -0.2 0.0
H -0.1 -0.1 0.1
H 0.1 0.0 0.1
H 0.2 -0.1 0.2
H 0.0 -0.1 0.1
H -0.2 0.1 0.1
H -0.1 0.2 0.2
H 0.1 0.1 0.1
H 0.0 0.0 -0.1
H -0.2 0.0 -0.4
H -0.2 -0.1 -0.2
C -0.1 -0.4 -0.3
C 1.9 -0.2 -0.8
C -0.3 0.0 0.3
C 0.0 0.0 -0.1
C 0.2 0.3 0.1
C -0.9 -1.9 -0.2
N -1.2 3.1 2.8
O 0.8 -2.0 -1.2
C 0.3 -0.1 -0.1
C 0.1 0.7 -0.1
C -0.9 0.3 0.3
H 0.0 0.0 0.2
H 0.0 0.1 0.3
H -0.1 0.0 0.0
H -0.1 0.0 -0.2
H -0.1 0.1 -0.3
H -0.1 0.0 0.0
H 0.0 0.0 -0.1
H -0.1 0.0 -0.3
H 0.0 0.0 -0.2
H 0.0 0.1 0.0
H -0.1 0.3 0.1
H 0.0 0.1 0.0
H 0.2 0.0 -0.1
H 0.3 0.0 0.0
H 0.1 0.1 0.1
H 0.0 -0.1 0.1
H -0.1 -0.3 0.0
H -0.1 -0.2 -0.2

[4]
Molecular formula: C3H11NO3
Method: DFT, ωB97M-V/def2-TZVPD

Summary:
Expectation value of S² = 0.75
HOMO (spin up / spin down) = 0.567 / -3.474 eV
Relative energy (zero: lowest compared OMol25 entry of this formula, charge and spin) = 207.1 kJ/mol
Frontier orbital gap (spin up / spin down) = 3.21 / 7.08 eV
2S+1 = 2
Net charge = -1

Geometry (Å):
C: -0.986 -1.834 -1.668
N: -0.916 -0.370 -1.141
C: -0.447 -0.649 0.322
C: 0.371 0.508 0.810
O: 1.332 0.392 1.583
H: -1.526 -1.707 -2.609
H: -0.054 -2.346 -1.792
H: -1.623 -2.454 -0.984
H: -0.071 0.001 -1.531
H: 0.216 -1.475 0.318
H: -1.408 -0.920 0.929
H: -0.159 1.497 0.539
H: 5.249 0.284 0.836
H: 4.031 0.968 1.258
O: 4.693 0.977 0.545
H: -3.468 2.010 1.195
H: -2.674 2.686 0.194
O: -2.558 2.432 1.195

Atomic forces in eV per Å
C -2.2 2.1 0.2
N 0.0 -3.7 1.9
C -1.1 1.8 -0.5
C -2.7 1.0 -2.1
O 1.9 0.0 1.6
H 0.2 -0.7 -0.2
H 0.8 -0.1 -0.1
H 0.5 0.7 -0.5
H 0.6 0.5 -0.4
H 0.5 -1.2 0.2
H 1.0 0.4 -0.7
H 0.9 -0.8 0.7
H 1.1 -1.2 0.2
H -0.5 0.2 -0.6
O -0.9 0.9 0.3
H 1.5 0.3 0.9
H 1.3 -0.4 2.5
O -2.8 0.2 -3.4

[5]
Molecular formula: C16H35BN4O4
Method: DFT, ωB97M-V/def2-TZVPD

Summary:
HOMO = -9.385 eV
Frontier orbital gap = 8.71 eV
Structure (SMILES) = OCCc1nnc(OB(O)O)nn1.CCCCCC.CCCCCC
2S+1 = 1

Geometry (Å):
O: -0.204 -2.078 2.590
C: -0.728 -0.856 2.080
C: -1.916 -1.171 1.172
C: -3.245 -0.745 1.713
N: -3.485 -0.933 3.013
N: -4.657 -0.607 3.483
C: -5.526 -0.106 2.616
O: -6.732 0.235 3.089
B: -7.824 -0.542 2.755
O: -9.080 -0.040 3.021
O: -7.600 -1.773 2.197
N: -5.297 0.134 1.334
N: -4.121 -0.198 0.869
H: 0.267 -1.903 3.412
H: -1.020 -0.188 2.893
H: 0.043 -0.370 1.473
H: -1.775 -0.710 0.194
H: -1.963 -2.253 1.018
H: -9.559 0.165 2.208
H: -8.258 -2.429 2.453
C: 2.534 3.980 -2.355
C: 2.316 4.047 -0.847
C: 2.158 2.675 -0.194
C: 0.957 1.867 -0.687
C: -0.398 2.551 -0.519
C: -0.760 2.844 0.934
H: 1.682 3.529 -2.867
H: 2.677 4.976 -2.775
H: 3.420 3.387 -2.594
H: 1.442 4.668 -0.631
H: 3.168 4.553 -0.386
H: 2.095 2.801 0.890
H: 3.066 2.090 -0.375
H: 0.941 0.913 -0.148
H: 1.097 1.609 -1.741
H: -1.165 1.899 -0.948
H: -0.431 3.477 -1.099
H: -0.764 1.926 1.525
H: -1.754 3.287 1.005
H: -0.061 3.537 1.405
C: 5.166 -2.032 -2.705
C: 3.781 -1.394 -2.690
C: 3.263 -1.090 -1.286
C: 3.089 -2.313 -0.383
C: 2.157 -3.392 -0.934
C: 0.728 -2.901 -1.142
H: 5.171 -2.998 -2.196
H: 5.510 -2.200 -3.726
H: 5.896 -1.388 -2.209
H: 3.074 -2.041 -3.217
H: 3.813 -0.459 -3.256
H: 2.313 -0.557 -1.367
H: 3.954 -0.394 -0.797
H: 2.702 -1.977 0.585
H: 4.066 -2.758 -0.177
H: 2.147 -4.228 -0.231
H: 2.551 -3.790 -1.873
H: 0.316 -2.531 -0.200
H: 0.083 -3.707 -1.495
H: 0.679 -2.095 -1.877

Atomic forces in eV per Å
O -0.1 0.0 0.2
C 0.2 -0.3 -0.2
C -0.1 0.1 -0.1
C -0.1 0.1 0.1
N 0.1 0.0 0.0
N 0.0 0.0 0.0
C 0.2 -0.1 0.1
O -0.2 0.1 -0.1
B -0.4 0.0 0.0
O 0.2 0.1 -0.2
O 0.2 -0.1 0.3
N 0.0 0.0 0.0
N 0.1 0.0 -0.1
H -0.1 0.0 -0.1
H 0.0 0.0 0.0
H 0.0 0.1 0.1
H -0.1 0.0 0.0
H 0.2 0.0 0.0
H -0.1 -0.2 0.3
H -0.1 0.2 -0.3
C 0.0 0.0 0.0
C 0.0 0.0 0.0
C 0.0 0.0 0.0
C 0.0 0.0 0.0
C 0.0 -0.1 0.1
C -0.1 0.0 0.0
H 0.0 0.0 0.0
H 0.0 0.0 0.0
H 0.0 0.0 0.0
H 0.0 0.0 0.0
H 0.0 0.0 0.0
H 0.0 0.0 0.0
H 0.0 0.0 0.0
H 0.0 0.0 0.0
H 0.0 0.0 0.0
H 0.0 0.0 0.0
H 0.0 0.0 0.0
H 0.0 0.0 0.0
H 0.0 0.0 0.0
H 0.0 0.0 0.0
C 0.0 0.0 0.0
C 0.1 0.0 0.0
C 0.0 0.0 0.0
C 0.0 0.0 0.0
C 0.0 0.0 0.0
C 0.0 0.0 0.0
H 0.0 0.0 0.0
H 0.0 0.0 0.0
H 0.0 0.0 0.0
H 0.0 0.0 0.0
H 0.0 0.0 0.0
H 0.0 0.0 0.0
H 0.0 0.0 0.0
H 0.0 0.0 0.0
H 0.0 0.0 0.0
H 0.0 0.0 0.0
H 0.0 0.0 0.0
H 0.0 0.0 0.0
H 0.0 0.0 0.0
H 0.0 0.0 0.0

Question: Which value of 2S+1 does entry 5 give?
Answer: 1

Question: What is the 2S+1 in the third record?
Answer: 3